84
Properties=species:S:1:pos:R:3:forces:R:3:lowdin_charge:R:1 method="wB97M-V/def2-TZVPD" e_lumo_ev=-0.438 spin_multiplicity=1 e_above_lowest_ev=1.393 homo_ev=-9.3 mol_weight_g_mol=542.67 orbital_gap_ev=8.9 e_tot_ha=-1842.88472 smiles="CCC[C@@H](C)C1=C(CCCN)C(=O)C(CCOCC)=C(CON=O)C1=O.CCOC(C)=O.CCOC(C)=O"
C -6.6406 -1.7067 -0.7144 0.193 0.222 0.769 -0.0856
C -5.6272 -1.2324 0.3510 0.136 0.351 -0.828 -0.2718
C -4.7970 -0.0542 -0.1788 0.389 -0.568 -0.120 -0.1536
C -3.4573 0.2095 0.5739 -0.953 0.573 0.385 -0.2652
C -3.3520 -0.4694 1.9619 0.849 0.816 -0.173 -0.0262
C -2.2111 0.0243 -0.2414 -0.062 0.724 0.484 -0.0595
C -1.8264 -1.0499 -0.9054 -0.590 -0.785 -0.334 -0.0932
C -2.5993 -2.3372 -1.0135 0.716 -0.661 -0.229 -0.0950
C -2.3638 -3.3348 0.1565 0.150 -0.108 -0.944 -0.1601
C -0.9441 -3.2951 0.7377 -0.452 -0.970 0.940 -0.2426
N -0.4201 -4.6496 1.0816 0.086 0.191 -0.559 -0.0101
C -0.5329 -0.9738 -1.6575 -0.197 1.004 2.211 -0.3169
O -0.3583 -1.4985 -2.7023 0.458 -1.290 -2.088 0.1651
C 0.5567 -0.2066 -0.9581 0.259 -1.325 -0.641 -0.0997
C 1.9499 -0.7498 -1.0515 -0.579 -0.228 -0.599 -0.0712
C 2.7150 -0.3050 -2.3134 0.260 -0.305 0.578 -0.1940
O 3.8484 0.4194 -1.8823 0.179 -0.562 -0.287 -0.1749
C 4.8036 0.6000 -2.9220 -0.127 1.036 0.143 -0.2469
C 4.5152 1.9365 -3.6671 0.406 -1.228 0.739 -0.0401
C 0.1747 0.8590 -0.3067 0.011 1.289 0.575 -0.0647
C 1.1554 1.7195 0.4240 -0.592 0.018 0.384 -0.1515
O 1.9470 2.4628 -0.5035 -0.342 -0.169 -0.060 -0.1065
N 3.0116 3.0794 0.2240 0.421 0.381 0.164 -0.0035
O 2.6765 4.0751 0.7255 -0.008 -0.171 -0.087 0.0966
C -1.2827 1.2076 -0.3154 0.752 -2.161 0.202 -0.2920
O -1.6702 2.3224 -0.3716 -0.734 2.316 0.190 0.1668
H -6.7270 -2.7885 -0.6740 -0.141 -0.101 -0.140 0.0689
H -7.6239 -1.2796 -0.5348 -0.123 0.041 -0.121 0.0677
H -6.2987 -1.3915 -1.6960 -0.087 -0.155 -0.226 0.0633
H -4.9646 -2.0599 0.5798 0.042 -0.046 0.204 0.0644
H -6.1138 -0.9364 1.2764 -0.135 -0.208 0.072 0.0958
H -5.4055 0.8483 -0.2061 -0.004 0.132 0.147 0.1171
H -4.5505 -0.2558 -1.2219 -0.022 0.022 -0.095 0.0981
H -3.4803 1.2708 0.8200 0.059 0.116 -0.175 0.1234
H -4.3003 -0.4639 2.4880 -0.140 -0.307 -0.070 0.0765
H -2.6873 0.1708 2.5493 0.088 -0.122 0.152 0.0843
H -2.8708 -1.4391 1.9301 -0.376 -0.316 0.045 0.0530
H -3.6564 -2.2181 -1.2175 -0.141 0.255 0.167 0.1032
H -2.1942 -2.8504 -1.8881 -0.056 0.143 -0.169 0.1159
H -3.1439 -3.2767 0.9095 0.102 0.194 0.290 0.0853
H -2.4834 -4.3214 -0.2976 -0.119 -0.068 0.025 0.1054
H -0.9923 -2.7649 1.6893 0.271 0.490 -0.169 0.0970
H -0.2107 -2.8389 0.0769 -0.149 0.301 -0.030 0.0973
H 0.3213 -4.8495 0.4189 0.080 -0.176 0.184 0.0553
H -1.1213 -5.3574 0.8871 -0.062 0.091 0.165 0.0520
H 1.8491 -1.8344 -1.0968 0.079 -0.097 0.073 0.1161
H 2.5113 -0.5205 -0.1524 0.224 0.215 -0.052 0.1211
H 2.0727 0.2607 -2.9949 0.046 0.145 0.032 0.1334
H 3.0515 -1.2070 -2.8343 -0.032 0.053 -0.178 0.1211
H 5.7695 0.6518 -2.4232 0.077 -0.011 0.026 0.1095
H 4.8520 -0.2479 -3.6101 -0.294 -0.132 0.079 0.1088
H 4.5844 1.7493 -4.7335 -0.016 0.560 -0.150 0.0736
H 3.5281 2.2628 -3.3501 -0.143 0.089 -0.314 0.0708
H 5.2411 2.6566 -3.3037 -0.001 0.315 -0.447 0.0531
H 0.6255 2.3793 1.1139 0.022 0.242 -0.119 0.1246
H 1.7792 1.0594 1.0321 0.283 0.053 -0.050 0.1253
C 7.9959 7.5646 -2.5054 0.146 -0.058 -0.077 -0.0652
C 6.8784 6.5423 -2.4979 0.130 0.175 0.125 -0.2364
O 6.8951 5.7344 -3.6778 -0.370 -0.087 -0.181 -0.0013
C 7.6305 4.6137 -3.8038 0.486 -0.135 0.016 -0.5359
C 8.7236 4.3320 -2.7978 -0.265 -0.188 0.419 0.0105
O 7.4634 3.8918 -4.7483 -0.208 0.198 0.003 0.1018
H 8.9763 7.0873 -2.5039 -0.013 -0.010 0.086 0.0668
H 7.9270 8.2125 -1.6310 -0.018 -0.005 -0.008 0.0813
H 7.9390 8.1792 -3.4041 -0.076 0.020 0.033 0.0838
H 6.8880 5.9221 -1.6004 0.069 -0.040 -0.031 0.1124
H 5.9167 7.0535 -2.5101 -0.033 -0.095 -0.129 0.1229
H 9.6547 4.7752 -3.1490 -0.017 0.027 0.004 0.0945
H 8.8496 3.2544 -2.7252 0.068 0.012 -0.204 0.0889
H 8.5043 4.6910 -1.7943 0.098 0.168 -0.052 0.0697
C -3.7300 -4.5094 6.0917 -0.164 -0.080 -0.021 -0.0628
C -3.5387 -3.3274 5.1647 0.048 -0.094 0.239 -0.2356
O -4.2045 -3.5255 3.9138 0.189 0.133 -0.305 -0.0108
C -5.4969 -3.2127 3.6951 -0.256 -0.171 0.119 -0.5201
C -6.3969 -2.9179 4.8721 0.105 0.483 0.075 0.0174
O -5.9214 -3.2465 2.5719 0.153 -0.100 0.101 0.1010
H -4.7797 -4.6492 6.3523 0.012 0.066 0.058 0.0679
H -3.1626 -4.3688 7.0122 0.011 0.006 -0.017 0.0825
H -3.3938 -5.4266 5.6078 0.079 0.043 -0.001 0.0853
H -3.8428 -2.3852 5.6231 -0.091 -0.023 -0.013 0.1136
H -2.4824 -3.2250 4.9181 -0.050 -0.007 -0.161 0.1230
H -6.8576 -3.8457 5.2090 0.031 -0.009 0.007 0.0964
H -7.1770 -2.2356 4.5424 -0.064 -0.159 -0.120 0.0912
H -5.8898 -2.4389 5.7071 0.039 -0.182 0.062 0.0719